# 1
C42H37N6OPS3Ti | ωB97M-V/def2-TZVPD

Structure (XYZ):
```
91
Properties=species:S:1:pos:R:3:forces:R:3
H 0.20433 2.49638 5.38817 0.0 0.0 0.0
C 0.70506 1.48876 3.57018 0.0 -0.1 0.0
H -0.42505 6.27971 -0.61308 0.0 0.0 0.0
H 4.44765 3.52892 -2.92628 0.0 0.0 0.0
H 3.61667 -2.38462 -5.12240 0.0 0.0 0.0
Ti 0.18615 -0.28969 1.07845 0.5 0.9 0.2
H -4.07654 -2.95461 -0.11511 0.0 0.0 0.0
S -3.18992 -3.18497 2.17228 0.1 0.0 -0.1
C -4.12712 0.53416 2.81769 0.0 0.0 0.0
H -2.00164 -1.42971 -0.70534 0.0 0.0 0.0
C 2.62769 2.53286 -3.47166 0.0 0.0 0.0
C -0.86914 2.57236 0.45412 -0.2 0.0 0.0
H 0.50276 -0.16435 5.08416 0.1 0.0 0.0
H -2.73423 -2.44750 -4.49348 0.0 0.0 0.0
O -0.51546 -4.48099 0.54424 0.0 0.0 0.0
H 2.01643 -3.92693 4.98776 0.0 0.0 0.0
C 1.94069 0.70998 -2.04607 -0.1 0.1 -0.2
H 2.24862 2.67497 0.95433 0.0 0.0 0.0
N -1.02532 1.20392 0.84242 -0.1 -0.2 -0.2
N 0.97736 -2.06517 3.46072 0.1 0.1 -0.1
C -2.20062 -1.89622 0.24648 0.0 0.0 0.0
C 3.97417 1.92605 -1.57883 0.0 0.0 0.0
C 1.83578 -2.45868 2.57223 0.1 0.0 -0.1
H -1.19879 -2.38072 3.30622 0.0 0.0 0.0
C -0.67411 -0.49859 -2.63380 -0.1 0.0 -0.1
H -1.43280 -4.63773 0.28972 0.0 0.0 0.0
H 0.85872 2.21650 -0.76263 0.0 -0.1 0.0
H -3.90322 -0.28314 -4.75403 0.0 0.0 0.0
N 0.62111 -0.76242 3.11428 -0.6 -0.3 0.1
H -0.67148 -2.58621 -3.16203 0.0 0.0 0.0
C -2.50438 0.79048 -3.53091 0.0 0.0 0.0
C 1.75357 2.67758 1.91445 0.0 0.0 0.0
C -5.08916 0.56715 1.82018 0.0 0.0 0.0
H -2.26571 5.62614 0.90835 0.0 0.0 0.0
C -1.75306 3.55619 0.91380 0.1 0.1 0.0
H 3.13648 -5.12020 -1.87524 0.0 0.0 0.0
C -4.71277 0.79791 0.50248 0.0 0.0 -0.1
H 4.23355 -4.51993 -3.99581 0.0 0.0 0.0
C 3.52145 -3.84271 -3.54383 0.0 0.0 -0.1
H -4.41896 0.37913 3.84864 0.0 0.0 0.0
H 1.06095 4.69259 4.54009 0.0 0.0 0.0
H 4.85795 2.06603 -0.97003 0.0 0.0 0.0
P 0.80522 -0.64757 -1.59853 -0.1 -0.1 0.4
N -0.00645 -3.72876 -0.52470 0.1 0.0 0.0
C 1.71460 -2.07282 -2.30996 0.3 0.0 -0.2
C -3.00656 -0.34698 -4.15156 0.0 0.0 0.0
H 2.11346 -0.83196 -4.02837 0.0 0.0 0.0
C 0.61799 2.58835 4.39265 0.0 0.0 0.0
H 1.73486 -4.66212 -0.00329 0.0 0.0 0.0
C 0.32907 4.27617 -0.77501 0.0 -0.1 0.0
H -3.00877 1.74160 -3.64645 0.0 0.0 0.0
C -1.35349 0.71586 -2.76241 0.0 0.0 0.0
S 2.27987 -1.47866 1.15652 0.1 -0.4 0.1
C 1.11504 3.80528 3.92419 0.0 0.0 0.0
C 2.91733 -4.16975 -2.34649 -0.1 0.0 0.1
C 1.72607 3.83755 2.69128 0.0 0.0 0.0
N 1.21540 1.53567 2.31253 -0.1 -0.1 0.0
C -2.41414 0.93306 1.17915 0.1 0.1 -0.1
C -2.35071 -1.56039 -4.00708 0.0 0.0 0.0
C 0.51116 0.11308 4.03405 0.1 0.2 -0.1
C 1.97900 -4.65933 4.18648 0.0 0.0 0.0
N -1.33397 -1.70152 1.30924 0.0 -0.4 -0.1
C -2.78745 0.73004 2.49955 -0.1 -0.1 -0.1
C -1.74246 -2.36329 2.37603 0.0 0.1 0.0
C 1.72912 1.52182 -3.16055 0.0 0.0 0.0
C 1.24027 -3.93189 -0.63893 -0.1 0.1 0.0
C -1.18433 -1.63788 -3.25726 0.0 0.0 0.0
H 0.87048 1.36891 -3.79941 0.0 0.0 0.0
C -1.57645 4.87827 0.53852 0.0 0.0 0.0
H -5.46539 0.84077 -0.27439 0.0 0.0 0.0
C 0.16746 2.95215 -0.38778 -0.1 0.1 -0.1
C -3.26229 -2.67653 0.53412 0.0 0.0 0.1
H -0.98645 1.61056 -2.27505 0.0 0.0 0.0
H -6.13359 0.43295 2.06940 0.0 0.0 0.0
H 2.45395 3.15029 -4.34331 0.0 0.0 0.0
C -3.37931 0.98122 0.17781 -0.1 0.0 0.1
C 2.31307 -1.77742 -3.54386 0.0 0.0 0.1
H 2.19075 4.73731 2.31327 0.0 0.0 0.0
C 3.07871 0.91426 -1.26533 0.0 0.0 0.1
H 2.61562 -5.50525 4.43709 0.0 0.0 0.0
C -0.54138 5.24751 -0.31105 0.0 0.0 0.0
H -2.57250 3.30417 1.57090 0.0 0.0 0.0
C 3.18441 -2.65120 -4.16739 0.0 0.0 0.0
H 1.13875 4.53384 -1.44638 0.0 0.0 0.0
H -3.08284 1.16879 -0.84495 0.0 0.0 0.0
S 2.66085 -3.96450 2.66966 0.0 0.1 0.1
H 0.95919 -4.99949 4.02512 0.0 0.0 0.0
C 3.74686 2.74257 -2.67860 0.0 0.0 0.0
H -2.03579 0.74780 3.27866 0.0 0.0 0.0
C 1.98228 -3.32493 -1.74388 -0.1 0.0 -0.1
H 3.29585 0.27970 -0.41508 0.0 0.0 0.0
```
Forces are in eV/Å.

E_tot ... -120039.0472 eV
HOMO-LUMO gap ... 6.6 eV
2S+1 ... 1
F_max ... 1.02 eV/Å
Net charge ... +2
Energy relative to the best compared isomer or geometry (same formula, charge and spin) ... 1.147 eV

***

# 2
C42H38AlF3N5OP2S4 | ωB97M-V/def2-TZVPD

Structure (XYZ):
```
96
Properties=species:S:1:pos:R:3:forces:R:3
C 1.67339 -3.24974 -3.59749 0.1 0.0 0.0
C 2.08400 3.21944 -5.02048 0.0 0.0 0.1
C 5.51660 -3.39022 0.85632 0.0 0.0 0.0
C 1.28642 -2.10114 -2.92510 0.0 0.1 0.1
H -0.38346 3.01258 1.86243 0.0 0.0 0.0
C -1.54987 -1.37496 4.91716 -0.1 0.0 0.1
H 3.94205 1.25571 -2.98975 0.0 0.0 0.0
N 2.48981 0.77136 -0.24329 -0.1 -0.3 0.0
C -1.07389 -3.36626 3.47421 0.0 0.1 -0.1
C -5.46540 1.39437 -0.17403 0.3 -0.3 0.0
H 2.18893 3.46087 4.21800 0.0 0.0 0.0
H 4.34965 -0.94618 -2.01233 0.0 0.0 0.0
C -0.93790 -1.19426 2.46450 0.0 -0.5 0.2
H 4.91762 -0.16423 1.67904 0.0 0.0 0.0
C 2.24455 -1.25862 -2.35588 -0.3 0.0 0.2
O -0.38361 1.81823 -0.26693 0.2 0.9 0.3
C 0.81744 2.88539 -4.56676 0.0 0.0 -0.1
C -0.49971 -3.08649 1.18211 0.0 0.0 -0.1
H -1.22905 3.01617 -1.66341 -0.1 0.0 0.0
H -0.31513 1.71268 -3.16713 0.0 0.0 0.0
H 0.33526 4.61997 1.61148 0.0 0.0 0.0
N -5.69083 0.20877 -0.80850 0.1 0.5 0.1
H 3.62015 2.36878 -0.99002 0.0 0.0 0.0
S -3.71459 1.56164 -0.05459 -0.1 -0.3 -0.2
C 2.24321 1.85542 2.80323 0.0 0.0 -0.1
H 2.76006 -1.40617 3.57584 0.0 0.0 0.0
C 4.22888 -3.78425 0.53013 0.0 -0.1 0.0
C 3.42852 -1.56265 0.99317 -0.3 0.0 0.1
N -0.58299 -1.75863 1.29368 0.0 0.0 0.2
C 2.61867 -0.34110 3.71790 0.0 0.1 -0.1
C 1.79405 1.43826 -2.90011 -0.3 0.1 0.1
H 6.33069 -4.10150 0.80675 0.0 0.0 0.0
C 2.41301 0.48758 2.61414 -0.2 0.0 0.0
C -9.18092 -0.13921 -2.02619 0.0 0.0 0.0
C 3.72303 1.55329 -0.27766 0.1 0.0 -0.1
H 2.18357 -3.17476 0.31172 0.0 0.0 0.0
S -6.52135 2.47138 0.45998 -0.1 0.2 0.0
H -1.25747 -3.99712 4.33311 0.0 0.0 0.0
C 0.67370 2.00185 -3.50681 0.0 0.0 0.1
C -0.86499 2.91497 -0.64025 -0.1 -0.3 -0.2
C -0.56752 4.01752 1.49763 0.0 0.0 0.2
C 2.29996 2.39313 4.07772 0.0 0.1 0.0
C 2.65446 0.19873 4.99374 0.0 0.0 0.0
H 0.23367 -1.84747 -2.83821 0.0 -0.1 0.0
P 2.09175 -0.31523 1.02423 0.8 0.5 -0.1
H -0.23129 -3.46215 0.20097 -0.1 0.0 0.0
C 3.59350 -1.58074 -2.46051 0.0 0.1 0.0
H -1.36592 4.46528 2.08845 0.0 0.0 0.0
C 4.72468 -1.17290 1.33762 0.0 -0.1 0.0
H 2.81269 -0.44881 5.84585 0.0 0.0 0.0
C 5.76542 -2.08317 1.25671 0.0 0.1 0.0
C 2.48930 1.56420 5.17383 0.0 0.0 0.1
H 5.02628 -2.98892 -3.19737 0.0 0.0 0.0
S -1.06597 0.51085 2.35765 0.0 0.4 -0.4
H -1.08671 6.06424 -0.06829 0.1 0.0 0.0
C -3.49097 -0.00552 -0.84699 -0.4 0.7 0.3
H 4.19022 2.87515 -4.81501 0.0 0.0 0.0
P 1.53078 0.22280 -1.57342 0.8 0.0 -0.1
H 4.03474 -4.80487 0.22649 0.0 0.0 0.0
C 3.02171 -3.56618 -3.69430 -0.1 0.0 0.0
C -7.20680 -1.67655 -0.82788 0.0 0.1 0.1
H -10.38231 -1.91467 -1.97315 0.0 0.0 0.0
H 6.76879 -1.77506 1.52059 0.0 0.0 0.0
C 3.06277 1.73717 -3.39669 0.0 0.0 -0.1
H -7.77392 1.47480 -1.94234 0.0 0.0 0.0
H 4.60436 0.96444 -0.54661 0.0 -0.1 0.0
H -2.64882 5.22624 -0.07261 0.0 0.0 0.0
H -0.67507 -4.99785 2.12495 0.0 0.0 0.0
C -9.42551 -1.47187 -1.73036 0.0 0.0 0.0
H 0.92709 -3.89511 -4.04141 0.0 0.0 0.0
H -1.60733 5.17456 -1.51025 0.0 0.0 0.0
H -0.05785 3.30154 -5.04852 0.0 0.0 0.0
H 2.50173 1.98074 6.17228 0.0 0.0 0.0
H -6.42650 -2.26834 -0.36957 0.0 0.0 0.0
C 3.18628 -2.87118 0.58898 0.0 0.1 0.0
N -0.96790 3.98462 0.09876 0.0 0.0 0.1
C 3.20355 2.63626 -4.44000 0.1 0.0 0.0
C -0.74178 -3.92656 2.24312 0.0 -0.1 0.0
Al -0.35167 0.02533 0.17057 -0.8 -0.7 0.2
H -9.94158 0.46011 -2.50838 0.0 0.0 0.0
C -1.61610 5.18244 -0.42296 -0.1 0.1 0.0
C -1.16837 -1.99430 3.59903 0.1 0.0 -0.2
N -4.60826 -0.54710 -1.15210 0.1 -0.6 -0.3
F -0.74212 -0.35942 5.26320 0.0 -0.1 -0.1
H 3.88838 1.98204 0.71071 0.1 0.0 0.0
F -2.80660 -0.90169 4.89140 0.1 0.0 0.0
H 3.32821 -4.46423 -4.21443 0.0 0.0 0.0
S -1.97092 -0.70868 -1.31511 0.2 0.1 -0.2
H 2.06806 2.49294 1.94378 0.0 0.0 0.0
H -8.61796 -3.27775 -0.89756 0.0 0.0 0.0
C -7.95808 0.43585 -1.71910 0.1 0.0 0.0
C -8.43621 -2.23725 -1.13216 0.0 -0.1 0.0
C -6.97809 -0.33823 -1.11458 -0.1 -0.2 0.0
F -1.47987 -2.28580 5.90552 -0.1 0.1 -0.1
C 3.97661 -2.73450 -3.12580 0.1 0.0 0.0
H 2.20094 3.91992 -5.83639 0.0 0.0 0.0
```
Forces are in eV/Å.

E_tot ... -130336.8324 eV
HOMO-LUMO gap ... 7.1 eV
2S+1 ... 1
F_max ... 1.11 eV/Å
Net charge ... +1